[1]
Formula: C4H9NO3
Source: OMol25
Level of theory: ωB97M-V with the def2-TZVPD basis set

XYZ file:
```
17
C4H9NO3 | OMol25 | ωB97M-V with the def2-TZVPD basis set
C 1.68457 -0.49054 -0.52398
C 0.71419 -0.10729 0.56105
C 0.39472 1.40255 0.63813
O 0.42609 2.04031 -0.60572
N -0.49798 -0.91957 0.47293
C -1.65203 -0.61450 -0.20480
O -1.84136 0.38395 -0.84235
O -2.54872 -1.62611 -0.06077
H 2.74140 -0.21720 -0.50789
H 1.62876 -1.54699 -0.79556
H 1.36693 -0.01687 -1.46370
H 1.02959 -0.38074 1.58695
H 1.09334 1.84905 1.36925
H -0.56104 1.50500 1.14526
H -0.48221 2.15981 -0.88547
H -0.52594 -1.73210 1.04928
H -2.97031 -1.68877 -0.93262
```

Results
LUMO in eV: 0.669
SMILES string: C[C@@H](CO)NC(=O)O
Orbital gap in eV: 10.49
Relative energy (zero: lowest compared OMol25 entry of this formula, charge and spin) in kcal/mol: 16.6
Spin multiplicity: 1

***

[2]
Formula: C6H17N4
Source: OMol25
Level of theory: ωB97M-V with the def2-TZVPD basis set

XYZ file:
```
27
C6H17N4 | OMol25 | ωB97M-V with the def2-TZVPD basis set
H -0.80446 3.46582 -0.58874
N -0.58041 2.57251 -0.11550
C 0.60546 2.11984 -0.04520
C 0.74848 0.58496 0.49571
N 1.57875 -0.39416 -0.35606
C 2.95900 -0.08050 -0.55577
N 1.37376 -1.70402 0.33871
N -0.57703 -0.23555 0.47231
C -1.52086 0.11012 1.58632
C -1.15379 -0.27164 -0.87729
C -2.53325 -0.96926 -0.97601
H 1.58258 2.33104 -0.46179
H 1.04743 0.72135 1.53757
H 2.87007 0.79850 -1.14398
H 3.58931 0.06804 0.35094
H 3.57309 -0.90348 -1.06370
H 1.79058 -1.70383 1.19960
H 1.77368 -2.43098 -0.25886
H -0.30586 -1.24671 0.66542
H -1.66509 -0.57463 2.41593
H -1.21256 1.12919 2.08643
H -2.48692 0.05320 1.09165
H -1.34189 0.73387 -1.08784
H -0.57049 -0.76694 -1.69951
H -3.38820 -0.34833 -1.43232
H -2.47285 -1.84691 -1.56121
H -2.87852 -1.21150 -0.01684
```

Results
LUMO in eV: -2.843
SMILES string: [H]/N=C/[C@H](N(C)N)[N@@H+](C)CC
Orbital gap in eV: 10.57
Relative energy (zero: lowest compared OMol25 entry of this formula, charge and spin) in kcal/mol: 47.0
Spin multiplicity: 1
Total charge: +1

***

[3]
Formula: C4H9NO2
Source: OMol25
Level of theory: ωB97M-V with the def2-TZVPD basis set

XYZ file:
```
16
C4H9NO2 | OMol25 | ωB97M-V with the def2-TZVPD basis set
C -0.78597 0.76958 2.17302
O 0.27282 0.31145 1.34025
H 0.30340 0.76509 0.33019
H -0.38938 1.46951 2.91176
H -1.21093 -0.10417 2.67180
H -1.58142 1.25833 1.60118
C 0.22898 0.19874 -1.22067
C -0.32731 -1.09201 0.08960
C 1.37633 0.06305 -1.89209
O -0.92350 0.68703 -1.78993
N 0.22863 -2.16948 0.33353
H -0.76741 0.95153 -2.70789
H 1.23373 -2.16767 0.46935
H -1.39802 -0.93960 0.02489
H 2.22162 -0.42442 -1.42791
H 1.51843 0.42305 -2.90707
```

Results
LUMO in eV: 0.545
Orbital gap in eV: 9.28
Relative energy (zero: lowest compared OMol25 entry of this formula, charge and spin) in kcal/mol: 135.9
Spin multiplicity: 1

***

[4]
Formula: C35H42I2N3OPPd
Source: OMol25
Level of theory: ωB97M-V with the def2-TZVPD basis set

XYZ file:
```
85
C35H42I2N3OPPd | OMol25 | ωB97M-V with the def2-TZVPD basis set
Pd -1.01596 0.12502 -0.56747
I -6.34206 3.08670 3.65335
C -4.63625 2.79804 2.42655
C -3.42517 3.37876 2.77004
C -2.33652 3.14875 1.96707
I -0.51007 4.13829 2.29984
C -2.36677 2.33125 0.80804
O -1.31554 2.12264 0.11991
C -3.66233 1.84386 0.45446
C -3.80227 1.16454 -0.87742
N -3.18649 -0.16743 -0.87914
C -3.31749 -0.82415 -2.18013
C -2.23455 -1.85100 -2.37733
C -2.50766 -3.08893 -2.92241
C -1.45683 -3.94670 -3.22250
C -0.16316 -3.52762 -2.92235
C 0.02227 -2.29306 -2.33585
N -0.98571 -1.44729 -2.07313
C -4.76164 2.06956 1.25624
H -3.33827 4.00597 3.64437
H -3.26678 1.76322 -1.63266
H -4.86704 1.11429 -1.16207
H -3.62979 -0.74012 -0.15523
H -3.19044 -0.04966 -2.94936
H -4.30655 -1.28188 -2.33392
H -3.52786 -3.36432 -3.13974
H -1.64294 -4.89076 -3.70636
H 0.68883 -4.14826 -3.15807
H 1.01862 -1.93476 -2.09900
H -5.73259 1.69922 0.95520
C 0.95729 0.67561 3.41292
C 0.11864 -0.58658 3.32763
C -1.16657 -0.44063 4.13163
P -0.26897 -1.04531 1.53764
C -0.89559 -2.81038 1.85660
C -0.08448 -3.80920 2.67969
C -1.23846 -3.43498 0.51025
C 1.44053 -1.14516 0.88753
C 2.38191 -1.97573 1.48102
C 3.69948 -2.04705 1.06137
C 4.67612 -2.95560 1.73890
C 4.08835 -1.22851 0.00061
C 3.19892 -0.36339 -0.58063
C 1.84624 -0.26756 -0.16088
N 1.00945 0.56856 -0.80017
C 1.45546 1.68322 -1.47165
C 2.33710 2.61124 -0.86285
C 2.64346 2.52584 0.59794
C 2.88568 3.63386 -1.61628
C 2.58279 3.79991 -2.95904
C 3.22591 4.85929 -3.79776
C 1.62811 2.96007 -3.52058
C 1.04951 1.93249 -2.80685
C 0.01664 1.07870 -3.47512
H 1.29228 0.83655 4.43530
H 0.37269 1.53720 3.11055
H 1.83378 0.60506 2.77400
H 0.71225 -1.41170 3.73313
H -1.78004 0.35847 3.71847
H -0.92892 -0.19086 5.16401
H -1.74658 -1.36113 4.13296
H -1.83941 -2.62294 2.38927
H 0.76970 -4.16448 2.11114
H -0.71314 -4.67298 2.90010
H 0.25287 -3.40305 3.62865
H -0.36579 -3.43926 -0.14130
H -2.03578 -2.86921 0.02866
H -1.57917 -4.46376 0.62741
H 2.09009 -2.57487 2.32582
H 4.16207 -3.69159 2.35002
H 5.34379 -2.38491 2.38269
H 5.28669 -3.47922 1.00779
H 5.10434 -1.27236 -0.36498
H 3.51276 0.26527 -1.40286
H 1.80359 2.08293 1.12278
H 2.81385 3.52039 1.00180
H 3.52739 1.91700 0.78822
H 3.57249 4.32102 -1.14313
H 4.12115 5.24674 -3.31902
H 2.53571 5.68696 -3.96500
H 3.49993 4.45644 -4.77215
H 1.34009 3.11417 -4.55176
H -0.29117 1.52366 -4.41929
H -0.85971 1.00018 -2.81455
H 0.40370 0.07741 -3.67154
```

Results
LUMO (alpha / beta) in eV: -0.607 / -0.607
Orbital gap (alpha / beta) in eV: 5.97 / 5.98
Relative energy (zero: lowest compared OMol25 entry of this formula, charge and spin) in kcal/mol: 15.7
Spin multiplicity: 1

***

[5]
Formula: C4H8N2O
Source: OMol25
Level of theory: ωB97M-V with the def2-TZVPD basis set

XYZ file:
```
15
C4H8N2O | OMol25 | ωB97M-V with the def2-TZVPD basis set
C 1.25112 -1.01160 0.44704
C 0.33993 -0.22933 -0.53492
C -0.92749 0.10740 0.22314
N -1.51781 1.58638 -0.47823
O -0.78349 0.34461 1.59015
C -2.05320 -0.74806 0.00031
N -3.08655 -1.22302 -0.09478
H 0.76100 -1.89732 0.80881
H 1.44221 -0.38480 1.29155
H 2.19516 -1.34560 -0.01274
H 0.71945 0.73193 -0.66170
H 0.14771 -0.42643 -1.60184
H -2.25717 1.85018 0.15945
H -2.12002 1.31955 -1.36838
H -0.06598 0.91786 1.91681
```

Results
LUMO in eV: 0.612
SMILES string: CC[C@](N)(O)C#N
Orbital gap in eV: 10.69
Relative energy (zero: lowest compared OMol25 entry of this formula, charge and spin) in kcal/mol: 68.1
Spin multiplicity: 1

***

[6]
Formula: C18H18F6O18
Source: OMol25
Level of theory: ωB97M-V with the def2-TZVPD basis set

XYZ file:
```
60
C18H18F6O18 | OMol25 | ωB97M-V with the def2-TZVPD basis set
O -5.19027 -2.42525 -25.75871
C -4.93524 -1.27486 -25.66149
O -5.83710 -0.28876 -25.35021
C -5.14661 0.95650 -25.43347
C -3.70418 0.49363 -25.17450
F -3.54593 0.27402 -23.83199
O -3.72254 -0.72274 -25.84791
H -5.22381 1.38949 -26.43557
H -5.57171 1.68117 -24.74533
H -2.99986 1.24650 -25.51710
O -9.82461 -10.88656 -20.42490
C -9.66782 -10.02713 -21.22894
O -9.26504 -10.21699 -22.51347
C -8.90606 -8.95755 -23.06020
C -9.71216 -8.00304 -22.20466
F -10.95102 -7.73438 -22.72420
O -9.82235 -8.70448 -20.98840
H -7.83477 -8.79057 -22.90072
H -9.12708 -8.94823 -24.12399
H -9.23551 -7.02884 -22.10732
O -9.35378 -6.05610 -24.59844
C -9.25682 -4.94872 -25.02149
O -8.15018 -4.18622 -24.88935
C -8.44539 -2.88338 -25.42472
C -9.74929 -3.11335 -26.22207
F -9.55508 -3.58857 -27.47410
O -10.27870 -4.14728 -25.40145
H -8.65810 -2.28317 -24.53712
H -7.59524 -2.44119 -25.93652
H -10.41869 -2.26033 -26.22202
O -2.60475 -7.61624 -24.97845
C -3.51745 -6.88515 -24.80227
O -4.38734 -6.47030 -25.72136
C -5.40740 -5.66254 -25.10453
C -4.92018 -5.49951 -23.65376
F -5.88763 -5.89384 -22.76820
O -3.87117 -6.42744 -23.56250
H -5.36407 -4.76126 -25.71408
H -6.39845 -6.09461 -25.22892
H -4.60762 -4.47462 -23.45294
O -12.61328 1.30871 -24.83996
C -12.86181 0.26186 -24.34517
O -13.66041 -0.70448 -24.89032
C -13.75373 -1.78951 -23.95428
C -12.55953 -1.53154 -23.04648
F -11.48815 -2.20518 -23.58093
O -12.31488 -0.16902 -23.17958
H -14.71891 -1.72610 -23.45496
H -13.60183 -2.75448 -24.43017
H -12.76851 -1.85141 -22.02880
O -7.14118 -0.17635 -28.09204
C -8.16359 0.35680 -27.85994
O -9.32434 0.13567 -28.51070
C -10.36183 0.89922 -27.86051
C -9.73325 1.05572 -26.48888
F -9.97712 -0.05626 -25.72404
O -8.39360 1.20237 -26.79923
H -10.33743 1.86791 -28.35822
H -11.30625 0.37388 -27.77777
H -10.19635 1.91042 -25.99444
```

Results
LUMO in eV: 0.077
SMILES string: O=C1OC[C@@H](F)O1.O=C1OC[C@@H](F)O1.O=C1OC[C@@H](F)O1.O=C1OC[C@@H](F)O1.O=C1OC[C@@H](F)O1.O=C1OC[C@@H](F)O1
Orbital gap in eV: 11.05
Relative energy (zero: lowest compared OMol25 entry of this formula, charge and spin) in kcal/mol: 11.5
Spin multiplicity: 1